No. 1
Molecular formula: C5H13N3
Method: DFT, ωB97M-V with the def2-TZVPD basis set

The calculated total energy is -9864.4076 eV. As for the net charge: 0. As for the SMILES: C=NCC.C=NCN. The HOMO-LUMO gap comes out at 10.240 eV. The LUMO energy is 0.99 eV. Its HOMO energy is -9.247 eV. As for the energy above the lowest of the compared OMol25 structures with the same formula, charge and spin: 1.959 eV.

Last column: natural (NBO) charge in e.
Atoms and positions in Å:
C -0.887 -1.439 -0.811  -0.101
N -1.870 -0.967 -1.751  -0.836
C -1.785 -0.206 1.003  -0.084
N -0.925 -1.006 0.565  -0.405
H -2.811 -1.205 -1.455  0.354
H -1.806 0.036 -1.874  0.355
H -0.927 -2.535 -0.784  0.196
H 0.104 -1.154 -1.181  0.215
H -1.800 -0.004 2.065  0.172
H -2.576 0.267 0.412  0.137
C 1.830 0.930 0.673  -0.249
C 2.271 -0.523 0.685  -0.625
C -0.022 1.939 -0.433  -0.069
N 0.998 1.227 -0.535  -0.391
H 1.370 1.229 1.623  0.174
H 2.713 1.567 0.506  0.201
H -0.416 2.326 0.519  0.138
H -0.609 2.161 -1.318  0.163
H 2.636 -0.824 -0.300  0.213
H 3.070 -0.657 1.414  0.208
H 1.443 -1.162 0.977  0.233

***

No. 2
Molecular formula: C3H10N4O
Method: DFT, ωB97M-V with the def2-TZVPD basis set

The calculated total energy is -11276.7822 eV. As for the net charge: 0. The HOMO-LUMO gap (spin up / spin down) comes out at 7.007 / 7.008 eV. The LUMO energy (spin up / spin down) is -0.95 / -0.95 eV. Its HOMO energy (spin up / spin down) is -7.960 / -7.960 eV. As for the energy above the lowest of the compared OMol25 structures with the same formula, charge and spin: 5.418 eV.

Last column: natural (NBO) charge in e.
Atoms and positions in Å:
C 0.074 -1.507 0.373  -0.106
N -0.925 -2.456 -0.015  -0.800
N -0.486 -0.197 0.815  -0.121
N -0.759 0.060 2.008  -0.213
H -0.297 -0.618 2.637  0.305
H -1.398 -2.192 -0.875  0.381
H -1.598 -2.642 0.708  0.366
H 0.722 -1.282 -0.470  0.239
H 0.685 -1.912 1.187  0.186
C 1.370 1.497 0.136  -0.906
C 0.241 1.535 -1.617  0.803
N -0.946 1.134 -1.356  -0.952
O 0.956 1.962 -2.460  -0.603
H -1.596 1.160 -2.135  0.382
H -0.930 0.509 -0.072  0.457
H 1.901 0.718 0.681  0.177
H 2.141 2.069 -0.367  0.214
H 0.845 2.161 0.823  0.190

***

No. 3
Molecular formula: C6H12N2
Method: DFT, ωB97M-V with the def2-TZVPD basis set

The calculated total energy is -9395.0365 eV. As for the net charge: 0. As for the SMILES: Cc1c[nH]cn1.CC. The HOMO-LUMO gap comes out at 8.801 eV. The LUMO energy is 0.81 eV. Its HOMO energy is -7.992 eV. As for the energy above the lowest of the compared OMol25 structures with the same formula, charge and spin: 1.813 eV.

Last column: natural (NBO) charge in e.
Atoms and positions in Å:
C 0.842 1.773 1.743  -0.659
C -0.874 -0.228 1.367  -0.120
C 0.493 0.446 1.307  0.106
C 0.811 -1.715 0.905  0.118
N -0.605 -1.495 0.964  -0.529
N 1.451 -0.531 1.027  -0.446
H -1.927 0.145 1.482  0.225
H -1.426 -2.177 0.913  0.425
H 1.940 1.900 1.640  0.235
H 0.560 1.831 2.781  0.224
H 1.305 -2.609 0.595  0.206
H 0.441 2.604 1.221  0.221
C -1.165 0.309 -3.670  -0.608
C -0.413 0.942 -2.426  -0.628
H -1.653 -0.664 -3.310  0.189
H -1.993 0.795 -3.937  0.200
H -0.621 -0.114 -4.466  0.212
H -0.771 0.613 -1.406  0.214
H -0.546 2.049 -2.516  0.202
H 0.599 0.656 -2.281  0.217

***

No. 4
Molecular formula: C4H7NS
Method: DFT, ωB97M-V with the def2-TZVPD basis set

The calculated total energy is -16585.7765 eV. As for the net charge: 0. As for the SMILES: C/C(N)=C\C=S. The HOMO-LUMO gap comes out at 7.919 eV. The LUMO energy is 0.17 eV. Its HOMO energy is -7.749 eV. As for the energy above the lowest of the compared OMol25 structures with the same formula, charge and spin: 1.155 eV.

Last column: natural (NBO) charge in e.
Atoms and positions in Å:
C -1.875 1.367 0.087  -0.676
C -1.410 -0.101 -0.036  0.323
C -0.062 -0.566 -0.030  -0.407
C 1.018 0.330 -0.200  -0.301
H -3.015 1.493 0.064  0.219
H -1.507 1.893 -0.786  0.240
H -1.502 1.897 0.963  0.250
H -3.255 -0.813 -0.232  0.383
H -2.091 -1.993 -0.161  0.392
H 0.060 -1.599 0.203  0.213
H 0.779 1.403 -0.392  0.191
N -2.338 -1.060 0.061  -0.754
S 2.555 -0.065 0.062  -0.074

***

No. 5
Molecular formula: C7H9O2P
Method: DFT, ωB97M-V with the def2-TZVPD basis set

The calculated total energy is -20785.1053 eV. As for the net charge: 0. The HOMO-LUMO gap comes out at 9.635 eV. The LUMO energy is 0.54 eV. Its HOMO energy is -9.097 eV. As for the energy above the lowest of the compared OMol25 structures with the same formula, charge and spin: 3.631 eV.

Last column: natural (NBO) charge in e.
Atoms and positions in Å:
C -0.174 -1.110 -0.026  -0.207
C -0.542 -0.128 -1.013  -0.661
C 0.644 -0.879 1.017  -0.158
C 0.304 1.136 -0.990  -0.160
C -1.586 1.893 0.299  0.508
C 1.318 0.389 1.221  -0.485
C 1.186 1.341 0.005  -0.183
O -1.835 2.311 1.322  -0.493
O -2.822 1.253 -1.847  -1.063
P -2.286 0.272 -0.946  1.548
H -0.390 -2.125 -0.260  0.222
H -0.398 -0.394 -2.182  0.254
H 0.867 -1.549 1.795  0.212
H 0.227 1.640 -1.898  0.224
H 0.833 0.973 2.145  0.225
H 2.382 0.355 1.528  0.238
H 1.857 2.121 -0.142  0.209
H -2.472 -0.022 0.370  -0.095
H -2.793 -0.998 -1.080  -0.135

***

No. 6
Molecular formula: C6H9N4
Method: DFT, ωB97M-V with the def2-TZVPD basis set

The calculated total energy is -12315.9000 eV. As for the net charge: +1. The HOMO-LUMO gap comes out at 8.461 eV. The LUMO energy is -5.12 eV. Its HOMO energy is -13.585 eV. As for the energy above the lowest of the compared OMol25 structures with the same formula, charge and spin: 6.734 eV.

Last column: natural (NBO) charge in e.
Atoms and positions in Å:
C 1.160 -1.417 0.028  0.109
C 1.552 -0.110 0.062  -0.188
C -0.593 0.405 0.364  0.534
C -0.567 2.621 -0.763  -0.567
C -0.786 -3.076 0.073  -0.392
C -0.925 1.802 0.451  -0.544
N 3.135 1.610 -0.144  0.158
N -0.959 -0.761 0.536  -0.237
N 2.445 0.760 -0.019  0.085
N -0.081 -1.778 0.247  -0.160
H 1.934 -2.164 -0.298  0.269
H 0.436 2.171 -0.928  0.194
H -0.321 3.575 -0.515  0.237
H -1.196 2.480 -1.607  0.236
H -0.153 -3.820 -0.192  0.230
H -1.117 -3.394 1.000  0.230
H -1.692 -2.980 -0.464  0.242
H -1.982 1.851 0.867  0.288
H -0.288 2.226 1.301  0.275